Record 1
{
  "formula": "C18H48O18S6",
  "method": "the ωB97M-V functional and the def2-TZVPD basis",
  "symbols": ["O", "S", "O", "O", "C", "C", "C", "H", "H", "H", "H", "H", "H", "H", "H", "O", "S", "O", "O", "C", "C", "C", "H", "H", "H", "H", "H", "H", "H", "H", "O", "S", "O", "O", "C", "C", "C", "H", "H", "H", "H", "H", "H", "H", "H", "O", "S", "O", "O", "C", "C", "C", "H", "H", "H", "H", "H", "H", "H", "H", "O", "S", "O", "O", "C", "C", "C", "H", "H", "H", "H", "H", "H", "H", "H", "O", "S", "O", "O", "C", "C", "C", "H", "H", "H", "H", "H", "H", "H", "H"],
  "positions_angstrom": [[2.507256, 3.685207, 6.007984], [3.646634, 3.854904, 5.183624], [4.636144, 2.779542, 5.072377], [2.956545, 4.029700, 3.690317], [1.760478, 3.261033, 3.336240], [2.057146, 2.777871, 1.945358], [4.347274, 5.441750, 5.576373], [1.106945, 4.075961, 3.425407], [1.472223, 2.316151, 3.969096], [2.423615, 3.265602, 1.148908], [1.088087, 2.414950, 1.581993], [2.508420, 1.684232, 1.750872], [3.504382, 5.969039, 6.051631], [4.678489, 6.008608, 4.635894], [5.236134, 5.121932, 6.069800], [1.084913, 1.073351, -3.842493], [0.851290, 1.683352, -5.196565], [1.542884, 2.837048, -5.519098], [1.696948, 0.568330, -6.155638], [3.104397, 0.528759, -6.081627], [3.754649, -0.029391, -7.317837], [-0.816726, 1.532457, -5.661921], [3.319826, -0.007008, -5.088684], [3.438515, 1.465694, -5.934730], [4.769973, 0.007418, -7.104562], [3.473051, 0.555001, -8.181526], [3.382198, -1.145952, -7.533885], [-0.948854, 1.835969, -6.691318], [-1.574906, 2.147857, -5.226229], [-1.068781, 0.579983, -5.611389], [-0.546684, -1.298274, 4.664619], [-1.951648, -1.523302, 4.618655], [-2.617301, -2.404638, 5.584288], [-2.791017, -0.129649, 4.799639], [-2.063430, 1.072859, 4.833212], [-2.875152, 2.257932, 5.327295], [-2.263702, -2.092983, 2.878858], [-1.936631, 1.509735, 3.865458], [-1.025877, 1.091450, 5.302360], [-3.564949, 2.693282, 4.654637], [-2.224513, 3.040781, 5.453355], [-3.283706, 2.028306, 6.360552], [-1.769722, -2.885547, 3.034731], [-1.972437, -1.507517, 2.144345], [-3.363940, -2.406216, 2.636721], [-0.335178, 3.535869, -1.790715], [-1.428113, 2.719270, -1.203507], [-2.093841, 3.092823, 0.004022], [-2.505453, 2.658203, -2.511549], [-2.955843, 4.017980, -2.993462], [-4.046770, 4.057377, -4.030596], [-0.894037, 1.042022, -1.070503], [-1.958248, 4.535692, -3.263390], [-3.385401, 4.701682, -2.042599], [-5.072538, 3.965593, -3.567224], [-3.901251, 3.272339, -4.830451], [-4.213714, 5.085574, -4.453171], [-0.582865, 0.587519, -2.102090], [-1.906351, 0.451765, -0.779922], [-0.149512, 0.867079, -0.385752], [-0.208840, -6.778430, -1.122592], [-1.348153, -5.929070, -1.285650], [-2.350522, -6.412203, -2.224470], [-2.064160, -5.831794, 0.171690], [-2.823456, -6.917382, 0.543046], [-3.355954, -6.977369, 1.988255], [-1.088135, -4.303305, -1.678542], [-2.260693, -7.856173, 0.387512], [-3.723334, -7.274633, -0.104598], [-2.693459, -7.186065, 2.807946], [-4.093557, -7.817697, 1.839587], [-4.104098, -6.080049, 2.091925], [-1.001884, -4.123241, -2.822117], [-0.276086, -3.732057, -1.066354], [-1.850469, -3.902819, -1.206780], [1.456043, -0.297580, 1.892270], [1.300156, -1.536921, 1.256608], [0.010011, -1.825646, 0.550467], [2.433938, -1.694058, 0.057225], [2.324631, -0.777973, -0.989889], [3.262272, -1.103809, -2.140432], [1.769260, -2.718916, 2.390988], [2.610397, 0.097952, -0.478583], [1.260039, -0.685039, -1.441040], [3.314018, -2.488223, -2.481382], [4.280773, -0.657008, -1.686487], [3.138769, -0.623422, -3.109094], [2.696874, -2.377232, 2.986341], [1.932714, -3.620299, 2.101546], [1.193580, -2.925895, 3.336415]],
  "atomic_forces_ev_per_a": [[-0.6, -0.3, 1.7], [-0.4, -2.4, -3.2], [-1.0, 2.1, 0.5], [2.4, 0.2, 1.9], [2.0, -1.7, 0.2], [-2.3, -5.9, 0.5], [-0.4, 0.5, -2.8], [-2.0, 0.3, -0.3], [0.8, 2.2, -0.7], [1.5, 3.1, -2.0], [-0.5, 0.4, -0.1], [-0.1, 2.4, 1.6], [1.0, -0.1, 0.3], [-0.6, -1.0, 1.2], [0.5, 0.4, 1.2], [-1.7, 1.7, -2.7], [4.2, -6.1, 3.8], [0.1, 4.1, -0.6], [-3.7, 0.1, -0.7], [-0.7, -2.8, 2.1], [-3.2, -2.8, -0.2], [0.6, 3.5, -2.0], [0.2, 0.2, -1.6], [1.3, 3.5, 0.4], [2.0, -0.2, -0.1], [0.2, 0.3, -0.2], [1.0, 2.4, 0.5], [0.6, -0.1, -0.6], [0.3, 0.5, 1.5], [-1.1, -4.5, 0.5], [0.5, 0.2, 0.2], [-3.3, -0.3, 0.6], [1.4, 1.1, -2.0], [0.9, -1.2, 0.0], [1.2, 2.7, -0.3], [-1.1, -2.4, 3.1], [-7.4, 2.3, 3.5], [0.8, -0.9, -1.6], [-1.6, -0.8, -0.2], [-1.3, -0.4, -0.7], [2.0, 1.8, 0.6], [-0.1, 0.5, -1.3], [4.0, -6.3, 0.0], [2.0, 3.0, -3.0], [1.8, 0.7, 1.1], [-1.9, -1.4, 1.9], [1.9, 2.1, -3.4], [0.0, 0.0, -0.2], [-0.6, 0.5, 1.0], [1.6, 2.6, 3.3], [-1.5, -0.6, -0.4], [-4.6, -2.5, -3.6], [-1.8, -0.8, 0.0], [1.3, -2.1, -2.2], [1.1, -0.8, -0.3], [-0.3, 1.0, 0.7], [1.1, -0.9, 0.1], [-0.4, 1.3, 1.8], [2.5, 1.3, -0.4], [1.6, 0.2, 1.9], [0.4, 0.8, 0.1], [-1.5, -4.1, -0.8], [0.7, 0.8, 0.8], [0.6, 2.3, -0.8], [-1.7, -4.6, 0.1], [-3.1, 1.2, -2.0], [5.4, 1.4, -1.6], [0.6, 0.4, 0.3], [1.2, 2.0, 0.4], [0.3, 0.4, 0.2], [0.8, 0.5, 0.8], [1.7, -1.4, 0.5], [-0.3, -0.5, 2.2], [-0.7, -1.5, -1.3], [-4.5, 2.5, 1.3], [0.0, 1.8, 0.7], [-2.5, -1.1, -4.2], [2.6, 0.3, 1.9], [-0.8, -2.4, 2.5], [-2.6, 0.4, -2.5], [3.3, -2.8, 0.8], [1.3, 3.7, 5.4], [0.2, 1.9, -0.4], [1.5, -0.3, 1.2], [0.0, 4.5, 1.5], [-1.6, -1.8, -1.6], [-0.7, 0.2, 0.5], [-1.0, -0.1, -1.7], [1.2, -5.6, -2.9], [-0.9, 1.2, -1.3]],
  "lowdin_charge": [-0.30, 0.62, -0.30, -0.30, -0.22, -0.08, -0.11, 0.10, 0.16, 0.03, 0.06, 0.11, 0.08, 0.10, 0.05, -0.33, 0.70, -0.24, -0.27, -0.31, -0.05, -0.09, 0.13, 0.07, 0.05, 0.08, 0.13, 0.09, 0.07, 0.03, -0.29, 0.67, -0.29, -0.23, -0.31, -0.07, -0.05, 0.10, 0.14, 0.07, 0.04, 0.11, -0.04, -0.01, 0.13, -0.33, 0.64, -0.28, -0.32, -0.28, -0.12, -0.14, 0.12, 0.17, 0.09, 0.08, 0.09, 0.09, 0.13, 0.00, -0.27, 0.60, -0.29, -0.24, -0.37, -0.07, -0.14, 0.12, 0.15, 0.06, 0.09, 0.11, 0.14, 0.11, 0.00, -0.26, 0.65, -0.32, -0.25, -0.36, -0.07, -0.12, 0.10, 0.12, 0.20, 0.11, 0.00, 0.14, 0.00, 0.11]
}

---

Record 2
{
  "formula": "C6H12O",
  "method": "the ωB97M-V functional and the def2-TZVPD basis",
  "symbols": ["C", "O", "C", "C", "C", "C", "C", "H", "H", "H", "H", "H", "H", "H", "H", "H", "H", "H", "H"],
  "positions_angstrom": [[-1.975233, 0.237850, 0.409860], [-3.042777, -0.412457, 0.661818], [-0.780241, 0.036897, 1.404034], [0.258831, 1.083732, 1.140463], [1.223101, 0.750436, 0.121326], [1.634754, -0.520113, -0.340787], [2.891466, -0.754034, -0.767780], [-1.486085, 0.090245, -0.623975], [-2.146783, 1.393357, 0.389308], [-2.577614, -1.606419, -3.001972], [-1.241053, 0.240161, 2.370949], [-0.571243, -1.022421, 1.267147], [-0.138130, 2.076694, 0.880022], [0.720871, 1.307704, 2.115677], [1.694645, 1.578781, -0.406971], [1.037733, -1.398759, -0.133068], [3.171438, -1.785877, -0.937570], [-2.345016, -1.276162, -3.628435], [3.671336, -0.019619, -0.920041]],
  "atomic_forces_ev_per_a": [[-0.1, 2.4, 0.0], [0.0, -0.8, -0.1], [-1.8, 0.1, 0.2], [0.4, -0.5, -0.3], [-0.1, 0.7, -0.8], [0.4, -0.5, 0.8], [-0.2, -0.3, -0.3], [0.3, -0.1, -0.1], [0.2, -0.6, -0.2], [0.0, 0.1, -0.1], [0.2, -0.5, 0.2], [0.8, 0.1, 0.5], [-0.4, -0.2, 0.0], [0.5, -0.1, -0.1], [0.2, 0.0, 0.3], [-0.2, 0.1, 0.0], [0.1, 0.0, -0.1], [0.0, -0.1, 0.1], [-0.2, 0.3, 0.0]],
  "lowdin_charge": [-0.54, -0.13, -0.19, -0.23, 0.01, -0.16, 0.08, 0.13, 0.12, 0.01, 0.11, 0.11, 0.14, 0.16, 0.13, 0.11, 0.07, 0.00, 0.07]
}

---

Record 3
{
  "formula": "C30H64B2BrNO8P",
  "method": "the ωB97M-V functional and the def2-TZVPD basis",
  "charge": -1,
  "symbols": ["C", "P", "C", "B", "Br", "C", "C", "C", "C", "C", "C", "C", "C", "C", "C", "C", "C", "N", "C", "C", "C", "C", "B", "O", "O", "H", "H", "H", "H", "H", "H", "H", "H", "H", "H", "H", "H", "H", "H", "H", "H", "H", "H", "H", "H", "H", "H", "H", "H", "H", "H", "H", "H", "H", "H", "H", "H", "H", "H", "H", "H", "C", "O", "C", "C", "O", "C", "C", "O", "C", "H", "H", "H", "H", "H", "H", "H", "H", "H", "H", "H", "H", "H", "H", "C", "O", "C", "C", "O", "C", "C", "O", "C", "H", "H", "H", "H", "H", "H", "H", "H", "H", "H", "H", "H", "H", "H"],
  "positions_angstrom": [[-1.699559, 4.697167, -0.208226], [-1.322977, 6.473601, -0.759728], [-2.416407, 7.563241, 0.371353], [-1.691533, 6.769790, -2.618365], [-3.692716, 6.664369, -3.080320], [-0.870087, 5.794220, -3.646347], [-1.348362, 4.259257, -3.664635], [-0.071638, 3.246496, -3.728188], [-0.465321, 1.755872, -4.168818], [-0.281321, 0.659951, -2.989693], [-1.113630, -0.685681, -3.258333], [-0.265263, -1.867370, -3.956565], [0.152496, -3.048323, -2.909336], [1.689527, -2.844939, -2.508765], [2.320244, -4.031757, -1.629275], [3.750187, -4.559291, -2.127480], [5.003250, -3.758007, -1.515494], [4.853911, -2.303275, -1.805385], [4.858774, -1.486964, -0.610658], [4.646398, -0.020092, -1.090134], [4.557484, -0.094898, -2.641238], [4.704861, -1.576477, -3.044508], [-1.190816, 8.348106, -2.952043], [-1.364132, 9.463292, -2.013325], [-0.498316, 8.714358, -4.201554], [-0.774729, 4.058769, -0.397714], [-1.992787, 4.700009, 0.907964], [-2.625194, 4.261010, -0.753505], [-2.826183, 7.007304, 1.283418], [-1.705727, 8.372479, 0.794102], [-3.279187, 8.074589, -0.172821], [0.264181, 5.891197, -3.466743], [-1.038445, 6.195466, -4.719853], [-2.087720, 3.971836, -2.846534], [-1.902828, 4.079368, -4.666322], [0.496792, 3.321690, -2.741461], [0.606131, 3.666029, -4.565554], [0.224842, 1.397177, -5.027696], [-1.530855, 1.724365, -4.605467], [-0.754837, 1.149122, -2.050844], [0.823095, 0.481767, -2.717023], [-1.522798, -1.101794, -2.268690], [-2.022608, -0.428220, -3.923645], [0.648056, -1.472503, -4.543510], [-0.956875, -2.341357, -4.742496], [-0.583631, -3.005451, -2.039945], [0.087488, -4.023653, -3.521040], [1.815324, -1.867913, -1.902722], [2.288501, -2.774647, -3.491931], [2.370327, -3.739632, -0.520810], [1.597742, -4.931394, -1.700121], [3.771748, -4.631433, -3.269393], [3.852077, -5.648562, -1.744691], [5.986353, -4.166095, -1.961976], [5.052582, -3.944266, -0.379902], [4.990625, -1.822464, 0.473755], [4.578918, 0.914673, -0.449239], [4.387190, 0.773280, -3.366163], [4.670835, -2.086868, -4.057018], [-2.301544, 9.740011, -1.967735], [0.401009, 8.992883, -3.921993], [-3.981992, -7.049129, 1.430377], [-2.643061, -6.749176, 1.781237], [-1.743704, -6.832193, 0.678353], [-0.739388, -5.683243, 0.698642], [-1.288174, -4.404028, 0.384592], [-2.148764, -3.810738, 1.358976], [-1.455551, -3.402909, 2.657581], [-1.149819, -4.548697, 3.446648], [0.071395, -4.427005, 4.150349], [-4.096543, -8.123523, 1.265543], [-4.624537, -6.744028, 2.258632], [-4.289953, -6.492672, 0.539307], [-2.286020, -6.822522, -0.276092], [-1.212879, -7.785530, 0.761916], [-0.000793, -5.881342, -0.083993], [-0.182888, -5.651562, 1.634452], [-3.015250, -4.443698, 1.547371], [-2.530862, -2.898917, 0.889319], [-2.126206, -2.768952, 3.245155], [-0.550520, -2.833438, 2.419061], [0.879589, -4.097886, 3.487455], [0.336563, -5.410676, 4.540442], [-0.039000, -3.728333, 4.984833], [-0.450200, 1.432866, 1.508799], [0.323509, 1.560398, 2.689876], [0.377133, 2.897519, 3.180842], [0.245764, 2.929393, 4.700721], [-1.055468, 2.608507, 5.195455], [-1.476773, 1.248875, 5.081620], [-0.699932, 0.264802, 5.954754], [0.599465, 0.033824, 5.420149], [1.586533, -0.140986, 6.417357], [0.092684, 1.849966, 0.657594], [-0.627589, 0.369311, 1.334198], [-1.421603, 1.925185, 1.618673], [-0.413141, 3.515084, 2.735142], [1.344891, 3.314569, 2.886823], [0.432544, 3.958029, 5.022941], [1.009370, 2.320739, 5.183579], [-1.493038, 0.934209, 4.038654], [-2.517274, 1.240025, 5.421676], [-1.222508, -0.696612, 5.974070], [-0.643846, 0.656788, 6.976469], [1.535450, 0.654681, 7.169262], [2.564864, -0.087509, 5.937992], [1.474609, -1.118885, 6.895571]],
  "atomic_forces_ev_per_a": [[-1.4, -0.5, 0.1], [0.7, -0.2, 1.5], [0.1, 0.7, 0.5], [0.5, -0.2, -0.7], [-0.8, 0.0, -0.2], [-0.1, -0.8, -0.8], [0.7, -0.7, -1.2], [-0.6, 0.7, -0.9], [0.9, -0.8, 0.1], [-1.3, 0.9, 0.6], [0.5, -0.1, -0.2], [-0.8, -0.3, -0.1], [0.8, 0.8, -1.4], [0.1, 0.0, 0.5], [-0.4, -0.5, -0.3], [0.0, -0.8, 0.8], [-0.4, -1.1, -1.3], [0.3, 1.5, 2.0], [-0.9, 4.5, -3.5], [0.4, -4.1, -2.1], [0.5, -3.4, 1.9], [-0.2, 3.0, 3.3], [0.1, 2.0, -0.3], [-0.3, -0.6, -1.4], [0.2, -0.5, 2.3], [-1.3, 0.7, 0.3], [0.8, 0.0, -1.6], [1.5, 0.5, 0.8], [0.5, 0.5, -1.3], [-1.3, -1.2, -0.8], [1.1, -0.7, 0.7], [-1.5, -0.4, -0.1], [0.4, -0.5, 1.7], [1.1, 0.4, -0.9], [0.7, 0.3, 1.6], [-0.6, -0.4, -1.3], [-0.9, -0.5, 1.5], [-1.0, 0.7, 1.2], [1.5, 0.1, 0.9], [0.8, -0.7, -1.3], [-1.6, 0.1, -0.7], [0.5, 0.7, -1.4], [1.4, -0.3, 1.1], [-1.3, -0.5, 1.1], [1.0, 0.6, 1.1], [1.2, -0.4, -1.0], [-0.1, 1.2, 1.3], [-0.1, -1.4, -1.3], [-1.0, 0.1, 1.6], [0.0, -0.4, -1.5], [1.1, 1.3, 0.1], [0.1, 0.3, 1.5], [0.0, 1.6, -0.6], [-1.5, 0.7, 0.6], [-0.2, 0.6, -1.8], [-0.2, 0.1, -2.2], [0.1, -1.6, -1.0], [0.3, -1.6, 1.3], [0.1, 0.8, 1.7], [0.8, -0.5, 0.1], [-0.8, 0.2, -0.4], [0.3, 0.1, 0.2], [-0.2, 0.2, -0.4], [0.0, 0.2, 0.4], [0.0, 0.0, -0.2], [-0.1, -0.2, 0.3], [0.1, 0.2, 0.0], [-0.3, -0.4, -0.1], [0.4, 0.0, -0.2], [-0.3, -0.1, 0.0], [-0.2, -0.1, -0.1], [0.1, -0.1, 0.0], [0.0, -0.1, -0.1], [0.0, 0.1, 0.1], [0.2, 0.0, -0.2], [-0.1, 0.1, -0.1], [-0.2, -0.1, 0.2], [0.1, -0.1, 0.2], [0.2, 0.0, 0.0], [-0.1, 0.2, -0.1], [0.0, 0.0, 0.0], [0.0, 0.1, 0.1], [-0.1, 0.0, 0.0], [0.2, 0.1, 0.0], [0.2, -0.1, 0.1], [-0.4, 0.1, 0.1], [0.0, -0.3, 0.2], [0.0, 0.2, -0.2], [0.1, -0.3, 0.0], [0.0, 0.1, 0.2], [0.1, 0.1, -0.6], [0.1, 0.2, 0.4], [-0.2, 0.0, -0.3], [-0.2, 0.1, -0.2], [0.1, 0.0, 0.0], [0.0, 0.1, -0.1], [0.0, -0.1, 0.0], [0.0, 0.3, 0.1], [-0.2, 0.0, -0.1], [0.0, -0.2, -0.2], [0.2, -0.1, 0.0], [0.1, 0.1, 0.1], [-0.3, 0.0, 0.1], [0.0, 0.0, 0.0], [0.0, -0.1, 0.1], [-0.1, -0.1, -0.1], [0.1, 0.0, 0.2]],
  "lowdin_charge": [-0.37, 0.85, -0.34, -1.21, 0.51, -0.27, -0.24, -0.22, -0.22, -0.22, -0.21, -0.21, -0.20, -0.22, -0.20, -0.20, -0.17, -0.18, -0.08, -0.07, -0.08, -0.08, -0.58, 0.00, 0.02, 0.01, 0.02, 0.04, 0.02, 0.03, 0.02, 0.10, 0.10, 0.08, 0.11, 0.10, 0.11, 0.10, 0.11, 0.10, 0.11, 0.10, 0.11, 0.11, 0.10, 0.10, 0.11, 0.12, 0.10, 0.11, 0.10, 0.11, 0.11, 0.12, 0.12, 0.11, 0.08, 0.08, 0.11, 0.08, 0.09, -0.11, -0.21, -0.19, -0.17, -0.13, -0.17, -0.19, -0.21, -0.11, 0.08, 0.09, 0.09, 0.12, 0.12, 0.11, 0.11, 0.11, 0.13, 0.12, 0.13, 0.09, 0.09, 0.08, -0.11, -0.21, -0.18, -0.17, -0.12, -0.17, -0.19, -0.21, -0.12, 0.08, 0.08, 0.09, 0.12, 0.13, 0.13, 0.11, 0.11, 0.13, 0.12, 0.12, 0.09, 0.09, 0.08]
}

---

Frontier orbital gap in eV, matching the order above: 10.41, 4.39, 5.53
Lowest unoccupied orbital energy in eV, matching the order above: 0.1, -2.7, 1.9
E_HOMO in eV, matching the order above: -10.35, -7.06, -3.66